C26H15Br4NO3SrTe | ωB97M-V/def2-TZVPD

Last column: natural (NBO) charge in e.
Geometry (Å):
Sr: 0.2719 -0.4563 0.3093  1.766
Br: 2.8242 6.3234 -1.1623  0.107
C: 1.9271 4.8385 -0.4259  -0.174
C: 2.5629 4.0141 0.4958  -0.149
Br: 4.3409 4.3382 1.0221  0.113
C: 1.8839 2.9236 1.0399  -0.171
Br: 2.7080 1.5951 2.1187  0.117
C: 0.5485 2.6915 0.7156  0.222
O: -0.1298 1.6772 1.2108  -0.889
C: -0.0757 3.4959 -0.2641  0.266
O: -1.3158 3.1765 -0.7248  -0.818
C: 0.6176 4.5509 -0.8307  -0.168
Br: -0.2504 5.5298 -2.1848  0.103
Te: -2.2293 1.4633 -0.2420  1.645
C: -3.6537 1.4147 -1.7984  -0.394
C: -4.9436 1.0735 -1.4049  -0.223
C: -5.9507 0.9827 -2.3569  -0.203
C: -5.6688 1.2622 -3.6851  -0.186
C: -4.3831 1.6252 -4.0700  -0.220
C: -3.3678 1.6939 -3.1296  -0.149
C: -0.8619 0.3489 -1.7655  -0.348
C: 0.3701 0.9003 -2.1302  -0.334
C: 1.3474 0.0908 -2.7129  -0.202
C: 1.1077 -1.2524 -2.9418  -0.205
C: -0.1231 -1.8034 -2.6101  -0.208
C: -1.1178 -1.0107 -2.0279  -0.263
H: -5.1720 0.8688 -0.3640  0.222
H: -6.9516 0.7003 -2.0587  0.224
H: -6.4550 1.2029 -4.4263  0.222
H: -4.1724 1.8520 -5.1068  0.222
H: -2.3660 1.9743 -3.4308  0.218
H: 0.5672 1.9517 -1.9699  0.257
H: 2.2777 0.5557 -3.0135  0.241
H: 1.8654 -1.8550 -3.4238  0.239
H: -0.3439 -2.8386 -2.8342  0.238
H: -2.0800 -1.4413 -1.7799  0.241
C: 1.7223 -2.0700 1.5141  -0.645
C: 2.1825 -2.6865 2.4659  -0.177
C: 2.7714 -3.4449 3.5330  -0.112
C: 2.2972 -3.3557 4.8411  -0.181
C: 2.8810 -4.0990 5.8581  -0.214
C: 3.9472 -4.9417 5.5876  -0.225
C: 4.4309 -5.0359 4.2872  -0.212
C: 3.8519 -4.2976 3.2711  -0.188
H: 1.4664 -2.6991 5.0649  0.214
H: 2.4960 -4.0128 6.8664  0.209
H: 4.4018 -5.5225 6.3797  0.209
H: 5.2663 -5.6887 4.0666  0.209
H: 4.2251 -4.3652 2.2579  0.216
O: -3.2903 -1.3101 1.2016  -0.253
N: -2.2580 -0.9282 0.7682  -0.209

Values from the calculation:
- highest occupied orbital energy (alpha / beta) (eV) = -7.559 / -7.450
- frontier orbital gap (alpha / beta) (eV) = 6.0 / 6.4
- lowest unoccupied orbital energy (alpha / beta) (eV) = -1.566 / -1.048


C6H8N2 | ωB97M-V/def2-TZVPD

Last column: natural (NBO) charge in e.
Geometry (Å):
C: 1.7266 -0.3714 -0.3048  0.292
C: -0.7527 1.7714 -0.5332  -0.440
C: -1.5131 -2.7184 -0.0591  -0.346
C: -1.4691 1.0567 0.3657  -0.302
C: -1.3693 -0.3038 0.4720  0.268
C: 2.2578 0.8573 0.2868  -0.721
N: 1.2463 -1.3076 -0.7415  -0.341
N: -1.5912 -1.4278 0.1909  -0.208
H: -0.7156 2.8008 -0.6853  0.203
H: 0.1649 1.3275 -1.0419  0.192
H: -1.0703 -3.0432 -1.0147  0.210
H: -1.8893 -3.4178 0.5451  0.186
H: -2.3539 1.4749 0.9327  0.241
H: 1.5936 1.5287 0.6344  0.254
H: 3.0173 1.4560 -0.1433  0.254
H: 2.7179 0.3169 1.0963  0.256

Values from the calculation:
- highest occupied orbital energy (alpha / beta) (eV) = -6.810 / -6.808
- frontier orbital gap (alpha / beta) (eV) = 7.5 / 7.5
- lowest unoccupied orbital energy (alpha / beta) (eV) = 0.683 / 0.683


C2H7N4O2 | ωB97M-V/def2-TZVPD

Last column: natural (NBO) charge in e.
Geometry (Å):
C: -1.3585 0.0374 0.0535  0.641
C: 2.8181 0.2447 -0.1742  0.863
N: -2.0213 1.0407 0.6425  -0.742
N: -1.1004 -0.0205 -1.2634  -0.758
N: 3.7884 0.8450 0.2296  -0.699
N: -0.7953 -0.9566 0.7696  -0.281
O: 2.1817 -0.5881 -0.6717  -0.581
O: -0.0850 -2.0121 0.1554  -0.510
H: -2.5479 1.6249 0.1663  0.408
H: -2.3949 0.9153 1.6043  0.427
H: -1.3628 0.6944 -1.9657  0.443
H: -0.7271 -0.8624 -1.5674  0.423
H: 3.9782 1.7072 0.7076  0.443
H: 0.6501 -1.5187 -0.3808  0.511
H: -1.0233 -1.1512 1.6945  0.411

Values from the calculation:
- highest occupied orbital energy (eV) = -14.596
- frontier orbital gap (eV) = 11.4
- lowest unoccupied orbital energy (eV) = -3.177
- total charge = +1


C2H4CeO3 | ωB97M-V/def2-TZVPD

Last column: Mulliken spin population.
Geometry (Å):
O: -0.3341 -1.4868 0.3886  -0.002
C: -1.2602 -0.8414 -0.0862  -0.001
C: -1.2134 0.6613 0.0138  0.026
O: -0.2303 1.0673 0.8403  0.816
H: -2.1987 -1.3264 -0.3950  0.006
H: -2.1728 1.0707 0.4067  0.056
Ce: 1.7032 -0.4847 1.1413  1.006
O: 3.0039 0.2984 -0.4251  -0.004
H: 3.7440 -0.1365 -0.8471  0.000
H: -1.0415 1.1781 -1.0372  0.096

Values from the calculation:
- highest occupied orbital energy (alpha / beta) (eV) = -19.857 / -19.865
- frontier orbital gap (alpha / beta) (eV) = 10.2 / 7.2
- <S²> = 2.01
- lowest unoccupied orbital energy (alpha / beta) (eV) = -9.682 / -12.627
- total charge = +2
- 2S+1 = 3


The ΔE to the lowest compared entry with this formula, charge and spin results, record by record, are as follows: 111.9, 469.4, 91.4, 38.2 kJ/mol.